*a*
The molecule C3H4S3, computed with ωB97M-V/def2-TZVPD.

Atoms and positions in Å:
C  -1.823  -0.860  -0.006
C  0.678  0.445  0.048
C  2.196  0.617  -0.017
H  -2.219  -0.729  1.154
H  -2.262  0.257  -0.536
H  -2.119  -1.983  -0.333
H  2.257  1.747  -0.526
S  0.010  -1.093  0.043
S  -0.211  1.873  0.089
S  3.493  -0.274  0.084

HOMO = -9.05 eV
Kohn-Sham gap = 7.400 eV
charge = 0
SMILES = CSC(=S)C=S


*b*
The molecule C3H4S3, computed with ωB97M-V/def2-TZVPD.

Atoms and positions in Å:
C  1.081  0.750  -0.010
C  -0.309  1.054  0.351
C  -0.486  -1.464  -0.358
H  -0.409  0.937  1.437
H  -0.518  2.095  0.124
H  -0.621  -2.012  0.582
H  -0.698  -2.166  -1.167
S  2.247  1.787  0.026
S  -1.560  -0.013  -0.481
S  1.273  -0.969  -0.504

HOMO = -8.84 eV
Kohn-Sham gap = 8.612 eV
charge = 0
SMILES = S=C1CSCS1


Energies relative to the most stable structure, in eV: *a* 2.598; *b* 0.000.


*a*
A structure of composition C4H4IN, computed with ωB97M-V/def2-TZVPD.

Atoms and positions in Å:
C  0.351  -0.242  -0.603
C  0.159  1.192  -0.843
C  0.666  -1.765  1.071
C  -0.333  0.614  0.434
N  0.788  -1.306  -0.040
I  -2.433  0.487  0.237
H  1.110  1.713  -1.198
H  -0.489  1.343  -1.612
H  0.106  -2.734  1.137
H  0.076  0.698  1.418

HOMO = -8.07 eV
Kohn-Sham gap = 8.111 eV
charge = 0


*b*
A cluster of 2 separate species, C4H4IN in total, computed with ωB97M-V/def2-TZVPD.

Atoms and positions in Å:
C  0.703  1.576  -0.043
C  -0.782  -0.321  0.700
C  -0.592  -0.664  -0.807
C  0.307  0.289  -0.082
N  0.961  2.718  0.058
I  3.180  -0.913  -0.034
H  -1.692  0.328  0.934
H  -0.516  -0.887  1.610
H  -0.245  -1.681  -0.687
H  -1.324  -0.447  -1.649

HOMO (alpha / beta) = -9.32 / -9.33 eV
Kohn-Sham gap (alpha / beta) = 6.183 / 6.188 eV
charge = 0


Energies relative to the most stable structure, in eV: *a* 2.276; *b* 0.000.